(1)
Formula: C27H55BBr2Cl4F3IN3O3P2S
Source: the OMol25 dataset
Level of theory: ωB97M-V with the def2-TZVPD basis set

Summary:
energy	-276013.0582	eV
total charge	+1
gap between HOMO and LUMO	7.23	eV
highest occupied orbital energy	-9.77	eV
energy relative to the best compared isomer or geometry (same formula, charge and spin)	138.75	kcal/mol

Positions of all 102 atoms, in Å:
C1 2.869 3.811 0.719
O1 2.342 3.618 -0.617
C2 1.051 3.007 -0.482
C3 0.281 2.826 -1.852
C4 1.169 2.243 -3.034
C5 0.297 2.067 -4.358
C6 -0.022 0.536 -4.720
C7 -1.579 0.220 -4.861
C8 -2.001 -1.130 -4.090
C9 -1.914 -0.775 -2.523
C10 -2.097 -2.083 -1.570
S1 -3.809 -2.678 -1.937
N1 -1.117 -3.072 -2.109
C11 -0.582 -4.120 -1.165
C12 -1.675 -5.230 -0.944
C13 -1.262 -6.514 -0.117
C14 -0.517 -7.649 -0.994
I1 1.401 -8.196 -0.052
P1 0.979 -4.819 -2.053
N2 2.119 -3.502 -2.342
O2 0.514 -5.395 -3.599
C15 -0.025 -3.370 0.115
C16 0.941 -4.216 1.051
C17 2.410 -3.566 1.128
C18 2.522 -2.394 2.191
F1 1.428 -2.261 3.058
Br1 4.076 -2.870 3.380
C19 2.938 -0.989 1.490
F2 2.204 -0.736 0.330
F3 2.906 0.079 2.373
Br2 4.844 -1.108 0.875
C20 -1.178 -2.575 0.943
P2 -2.263 -3.622 2.010
C21 -4.073 -3.752 1.606
C22 -1.986 -3.414 3.860
C23 -1.820 -1.538 -0.106
B1 -2.964 -0.559 0.509
N3 -2.526 0.727 1.177
O3 -4.358 -0.801 0.536
H1 2.135 4.337 1.405
H2 3.088 2.773 1.138
H3 3.818 4.422 0.720
H4 1.146 2.053 0.127
H5 0.417 3.717 0.154
H6 -0.136 3.846 -2.129
H7 -0.593 2.112 -1.704
H8 1.943 3.046 -3.269
H9 1.760 1.323 -2.742
H10 0.846 2.527 -5.230
H11 -0.682 2.602 -4.187
H12 0.563 0.310 -5.668
H13 0.465 -0.090 -3.903
H14 -2.200 1.094 -4.513
H15 -1.812 0.086 -5.968
H16 -3.064 -1.362 -4.387
H17 -1.249 -1.907 -4.419
H18 -0.904 -0.300 -2.341
H19 -2.761 -0.031 -2.355
H20 -3.744 -3.249 -3.199
H21 -0.297 -2.535 -2.459
H22 -1.492 -3.577 -2.934
H23 -2.648 -4.856 -0.490
H24 -1.981 -5.605 -1.984
H25 -2.244 -7.014 0.186
H26 -0.723 -6.323 0.850
H27 -0.332 -7.297 -2.060
H28 -1.114 -8.602 -1.016
H29 1.984 -3.221 -3.331
H30 3.047 -3.945 -2.299
H31 1.201 -6.031 -3.889
H32 0.628 -2.520 -0.292
H33 0.460 -4.298 2.080
H34 1.112 -5.283 0.715
H35 2.787 -3.213 0.128
H36 3.085 -4.422 1.455
H37 -0.557 -1.917 1.647
H38 -4.617 -2.856 2.058
H39 -4.482 -4.644 2.192
H40 -4.353 -3.943 0.535
H41 -3.010 -3.504 4.356
H42 -1.605 -2.378 4.095
H43 -1.355 -4.241 4.303
H44 -0.948 -0.812 -0.287
H45 -2.450 1.488 0.496
H46 -1.620 0.572 1.645
H47 -4.874 0.025 0.496
Cl1 2.895 6.973 3.037
C24 1.460 7.727 2.295
C25 0.262 7.703 3.219
Cl2 -0.360 6.050 3.468
H48 1.253 7.210 1.357
H49 1.729 8.758 2.063
H50 -0.552 8.286 2.786
H51 0.500 8.125 4.193
Cl3 0.825 10.757 3.844
C26 1.953 10.425 5.184
C27 3.222 11.242 5.074
Cl4 4.231 10.732 3.697
H52 2.165 9.355 5.192
H53 1.429 10.676 6.107
H54 3.825 11.111 5.974
H55 3.007 12.305 4.961

Cartesian forces (eV/Å) of the 6 atoms listed first:
0.293 -0.480 0.467
-0.585 -0.038 0.805
-0.899 0.478 0.444
0.701 -0.377 0.085
0.165 1.546 -0.353
0.129 -0.685 0.359

Mulliken population analysis, charges in e, atoms 1 to 8: -0.250 -0.375 -0.254 -0.355 -0.495 -0.826 -0.114 -1.131

(2)
Formula: C22H33As2FeNO3
Source: the OMol25 dataset
Level of theory: ωB97M-V with the def2-TZVPD basis set

Summary:
2S+1	5
energy	-187020.2198	eV
total charge	+2
gap between HOMO and LUMO (alpha / beta)	5.81 / 6.04	eV
highest occupied orbital energy (alpha / beta)	-13.28 / -13.85	eV

Positions of all 62 atoms, in Å:
C1 -0.903 4.973 -1.711
C2 -0.376 4.782 -3.018
H1 -0.270 5.444 -0.925
H2 -1.991 5.044 -1.498
C3 0.046 3.617 -3.791
C4 0.314 2.192 -3.596
H3 0.844 1.917 -2.584
H4 -0.513 1.428 -3.933
C5 -0.266 6.115 -3.726
H5 -0.632 6.837 -2.980
H6 -0.942 6.146 -4.594
H7 0.781 6.393 -3.954
C6 0.457 3.873 -5.202
H8 1.394 4.454 -5.096
H9 -0.402 4.291 -5.764
H10 0.681 2.855 -5.544
Fe1 0.069 -1.184 0.792
O1 -0.326 0.306 -0.193
C7 -1.376 0.636 -0.846
O2 -1.609 -2.017 -0.117
C8 -2.225 -1.568 -1.094
O3 -3.149 -2.231 -1.779
N1 -2.057 -0.287 -1.606
C9 -3.692 -1.338 -2.827
C10 -3.016 0.001 -2.703
H11 -4.770 -1.272 -2.646
H12 -3.467 -1.798 -3.790
H13 -3.733 0.803 -2.479
H14 -2.471 0.301 -3.608
C11 -1.798 2.040 -0.934
C12 -0.822 2.864 -0.366
H15 -2.279 2.398 -2.070
H16 0.353 2.955 -0.507
H17 -1.397 3.415 0.445
C13 2.137 -2.109 -0.250
As1 1.232 -3.624 0.818
C14 3.029 -4.151 1.450
C15 0.596 -3.783 2.798
C16 0.214 -5.062 3.194
C17 -0.223 -5.273 4.512
C18 -0.280 -4.204 5.412
C19 0.116 -2.918 5.011
C20 0.568 -2.715 3.704
As2 1.056 -0.939 3.001
C21 0.546 0.159 4.530
C22 3.001 -0.951 3.227
H18 2.463 -2.682 -1.128
H19 1.498 -1.290 -0.641
H20 3.020 -1.726 0.270
H21 3.292 -3.594 2.351
H22 2.980 -5.222 1.680
H23 3.748 -3.974 0.644
H24 0.256 -5.895 2.490
H25 -0.520 -6.275 4.826
H26 -0.637 -4.365 6.430
H27 0.064 -2.088 5.716
H28 1.139 -0.130 5.405
H29 0.748 1.198 4.251
H30 -0.524 0.018 4.720
H31 3.482 -1.589 2.482
H32 3.223 -1.286 4.248
H33 3.319 0.091 3.090

Cartesian forces (eV/Å) of the 6 atoms listed first:
-0.349 -1.078 2.625
1.919 -4.313 -3.355
-0.482 -0.066 -0.736
0.736 -0.142 -0.318
-1.369 2.751 1.924
-1.619 -1.251 3.979

natural (NBO) population analysis, charges in e, atoms 1 to 8: -0.103 -0.146 0.222 0.226 -0.017 -0.320 0.182 0.191

(3)
Formula: C3H7BrN
Source: the OMol25 dataset
Level of theory: ωB97M-V with the def2-TZVPD basis set

Summary:
energy	-74746.8460	eV
total charge	+1
gap between HOMO and LUMO	9.96	eV
highest occupied orbital energy	-13.81	eV
energy relative to the best compared isomer or geometry (same formula, charge and spin)	47.39	kcal/mol

Positions of all 12 atoms, in Å:
C1 -0.717 -2.142 -0.580
C2 -0.332 -1.244 0.257
C3 0.538 0.597 -0.648
N1 0.747 1.558 0.456
Br1 2.205 0.132 -1.478
H1 -1.172 -3.055 -0.216
H2 -0.620 -2.063 -1.651
H3 -0.315 -1.091 1.312
H4 -0.209 0.924 -1.361
H5 1.523 1.225 1.048
H6 1.010 2.494 0.104
H7 -0.106 1.649 1.027

Cartesian forces (eV/Å) of the 6 atoms listed first:
-0.252 -0.577 -0.497
1.605 3.711 -1.273
-0.962 -3.891 0.943
0.142 0.382 0.078
-0.592 0.351 0.289
0.006 -0.100 0.147

natural (NBO) population analysis, charges in e, atoms 1 to 8: -0.415 -0.053 -0.239 -0.716 0.123 0.259 0.246 0.205

(4)
Formula: C6H11N
Source: the OMol25 dataset
Level of theory: ωB97M-V with the def2-TZVPD basis set

Summary:
energy	-7887.1783	eV
gap between HOMO and LUMO	9.62	eV
structure (SMILES)	C=C/C(=C/C)NC
highest occupied orbital energy	-8.59	eV
energy relative to the best compared isomer or geometry (same formula, charge and spin)	77.32	kcal/mol

Positions of all 18 atoms, in Å:
C1 -1.260 -2.399 0.083
C2 -1.053 -1.180 -0.240
C3 -0.105 -0.110 0.263
C4 -0.559 0.918 0.959
C5 0.248 2.178 1.308
N1 1.204 0.150 -0.248
C6 1.133 0.129 -1.791
H1 -2.156 -2.980 -0.084
H2 -0.413 -3.057 0.450
H3 -1.775 -0.533 -0.799
H4 -1.611 0.983 1.344
H5 0.460 2.701 0.372
H6 1.355 2.025 1.385
H7 -0.229 2.807 2.081
H8 1.866 -0.484 0.167
H9 1.923 0.848 -2.243
H10 0.201 0.278 -2.319
H11 1.523 -0.853 -2.110

Cartesian forces (eV/Å) of the 6 atoms listed first:
1.395 -4.204 0.764
-0.664 5.014 -0.651
0.631 0.352 -0.202
-1.242 1.343 1.764
1.039 -0.685 -1.060
-0.966 0.028 -2.266

natural (NBO) population analysis, charges in e, atoms 1 to 8: -0.363 -0.231 0.078 -0.162 -0.677 -0.658 -0.435 0.205

(5)
Formula: C3H8NOS
Source: the OMol25 dataset
Level of theory: ωB97M-V with the def2-TZVPD basis set

Summary:
energy	-17605.2066	eV
total charge	+1
gap between HOMO and LUMO	9.23	eV
structure (SMILES)	[NH3+][C@H](C=O)CS
highest occupied orbital energy	-13.39	eV
energy relative to the best compared isomer or geometry (same formula, charge and spin)	28.26	kcal/mol

Positions of all 14 atoms, in Å:
N1 1.522 0.039 1.426
C1 0.434 -0.351 0.417
C2 1.118 -0.076 -0.941
O1 2.237 0.336 -0.993
C3 -0.895 0.498 0.625
S1 -2.083 -0.210 -0.546
H1 1.568 -0.627 2.237
H2 2.432 0.042 1.001
H3 1.297 0.917 1.898
H4 0.232 -1.431 0.664
H5 0.633 -0.726 -1.763
H6 -1.107 0.298 1.772
H7 -0.850 1.527 0.317
H8 -3.379 -0.025 -0.036

Cartesian forces (eV/Å) of the 6 atoms listed first:
-1.616 -0.871 2.404
-0.146 0.979 0.558
-0.540 -3.833 -0.449
-0.077 0.791 -0.175
0.201 -1.918 2.338
-1.338 -0.665 -0.201

natural (NBO) population analysis, charges in e, atoms 1 to 8: -0.689 -0.161 0.419 -0.478 -0.557 -0.036 0.447 0.466

(6)
Formula: C19H34N3O3
Source: the OMol25 dataset
Level of theory: ωB97M-V with the def2-TZVPD basis set

Summary:
energy	-30860.2999	eV
total charge	+1
gap between HOMO and LUMO	4.42	eV
highest occupied orbital energy	-9.31	eV

Positions of all 59 atoms, in Å:
C1 1.712 0.532 -1.402
C2 0.936 1.203 -0.298
O1 1.153 2.350 -0.054
N1 -0.038 0.473 0.493
C3 -0.942 -0.243 -0.420
C4 0.713 -0.440 1.355
C5 -0.167 -1.303 2.237
C6 0.673 -2.409 2.911
C7 0.674 -3.659 2.019
C8 1.740 -4.638 2.351
C9 2.758 -4.944 1.452
C10 3.739 -5.871 1.768
C11 4.844 -6.213 0.813
O2 5.943 -5.818 0.966
O3 4.506 -7.076 -0.157
C12 3.703 -6.503 3.009
C13 2.693 -6.182 3.887
N2 1.753 -5.276 3.535
H1 1.530 1.039 -2.343
H2 1.498 -0.525 -1.540
H3 2.769 0.636 -1.187
H4 -1.861 -0.504 0.094
H5 -0.520 -1.164 -0.839
H6 -1.214 0.424 -1.232
H7 1.344 0.175 1.996
H8 1.402 -1.093 0.794
H9 -0.904 -1.811 1.615
H10 -0.726 -0.725 2.964
H11 1.687 -2.039 3.047
H12 0.237 -2.610 3.885
H13 -0.316 -4.113 2.048
H14 0.823 -3.339 0.994
H15 2.799 -4.447 0.496
H16 3.583 -6.969 -0.422
H17 4.456 -7.226 3.275
H18 2.606 -6.624 4.865
H19 1.010 -5.065 4.192
C14 -4.000 5.046 -4.141
C15 -3.266 5.542 -2.903
N3 -3.294 4.593 -1.806
C16 -2.871 5.158 -0.536
C17 -1.420 5.638 -0.404
C18 -2.787 3.270 -2.109
C19 -1.348 3.155 -2.632
H20 -5.018 4.743 -3.892
H21 -4.054 5.844 -4.882
H22 -3.493 4.201 -4.609
H23 -3.755 6.457 -2.562
H24 -2.241 5.827 -3.189
H25 -3.075 4.427 0.252
H26 -3.531 6.004 -0.321
H27 -0.718 4.807 -0.333
H28 -1.312 6.225 0.510
H29 -1.122 6.275 -1.237
H30 -3.453 2.811 -2.845
H31 -2.895 2.651 -1.213
H32 -1.135 3.874 -3.423
H33 -1.192 2.157 -3.054
H34 -0.614 3.290 -1.838

Cartesian forces (eV/Å) of the 6 atoms listed first:
-0.049 -0.597 -0.119
-0.054 0.464 0.159
0.050 0.475 0.273
0.351 -0.753 -0.733
-0.095 0.083 0.236
-0.110 0.387 0.432

natural (NBO) population analysis, charges in e, atoms 1 to 8: -0.752 0.715 -0.502 -0.482 -0.434 -0.218 -0.401 -0.392